A.
The following is a quantum chemistry calculation of a cluster of 10 separate species, C30H80O10 in total, from the Open Molecules 2025 dataset.

XYZ file:
```
120
Properties=species:S:1:pos:R:3:lowdin_charge:R:1
C -0.97499 -5.32642 -0.71658 -0.04
C -0.15053 -4.40093 -1.61850 -0.47
C 0.56915 -5.15998 -2.73578 -0.04
O -0.96715 -3.39514 -2.22597 -0.08
H -1.84317 -5.76507 -1.20770 0.09
H -1.29911 -4.72691 0.11565 0.06
H -0.28868 -6.05679 -0.29472 0.08
H 0.55874 -3.90856 -0.92736 0.13
H -0.23674 -5.60227 -3.33629 0.09
H 1.21016 -5.94181 -2.29491 0.09
H 1.14074 -4.48404 -3.33111 0.05
H -0.55649 -3.05789 -3.00312 0.02
C -0.45245 0.28776 5.11284 -0.06
C -1.68484 1.13410 5.04884 -0.45
C -2.05167 1.81376 6.41659 -0.04
O -1.62156 2.19615 4.09305 -0.08
H -0.24187 -0.12920 4.12043 0.07
H -0.53067 -0.61789 5.72546 0.08
H 0.41476 0.72776 5.59374 0.07
H -2.56081 0.54027 4.75027 0.14
H -2.03027 1.07559 7.27001 0.09
H -3.04453 2.23450 6.28796 0.07
H -1.41951 2.63261 6.70396 0.06
H -1.80042 1.75194 3.25453 0.06
C -1.47461 5.80052 4.57794 -0.04
C -0.25624 5.51685 3.78652 -0.52
C 0.90258 5.40175 4.73387 -0.06
O -0.42029 4.42454 2.88956 -0.07
H -2.34277 5.83528 3.90691 0.11
H -1.33427 6.61639 5.20323 0.07
H -1.58978 4.94194 5.17018 0.06
H -0.04486 6.36188 3.20862 0.11
H 0.73815 4.79284 5.63057 0.08
H 1.17418 6.44043 5.06535 0.10
H 1.85399 5.10986 4.24499 0.08
H -0.95396 3.78128 3.46978 0.09
C -3.52902 -1.55120 -3.67583 -0.06
C -4.35249 -2.85577 -3.88947 -0.46
C -4.68513 -3.04948 -5.37617 -0.06
O -3.60925 -4.00191 -3.46841 -0.06
H -3.17647 -1.47946 -2.67508 0.06
H -4.24967 -0.74945 -3.94267 0.08
H -2.74140 -1.59125 -4.44124 0.08
H -5.24091 -2.76147 -3.31947 0.11
H -3.84508 -3.20402 -5.99769 0.06
H -5.25943 -2.24118 -5.86126 0.08
H -5.33996 -3.89365 -5.36515 0.07
H -2.74278 -3.72521 -3.10551 0.05
C 3.40823 0.58983 4.18992 -0.07
C 4.10453 0.08572 2.95141 -0.36
C 4.75822 -1.28815 3.08451 -0.05
O 3.02410 -0.01512 1.80228 -0.13
H 3.98319 0.75144 5.05052 0.06
H 2.62562 -0.12986 4.52817 0.09
H 2.94857 1.55173 3.97400 0.08
H 4.83284 0.84639 2.58727 0.14
H 4.14913 -1.92982 3.66207 0.07
H 5.61145 -1.12783 3.71577 0.07
H 5.11234 -1.74473 2.14696 0.07
H 2.41407 0.76491 1.90482 0.06
C 2.52509 2.49965 -0.81198 -0.03
C 1.91466 3.22522 0.44042 -0.46
C 1.45810 4.65375 0.10608 -0.04
O 0.85223 2.54993 1.07307 -0.07
H 2.70638 1.41733 -0.57719 0.07
H 3.42328 3.00761 -1.01992 0.05
H 1.83896 2.58953 -1.70846 0.09
H 2.80792 3.39092 1.12171 0.14
H 0.52952 4.65456 -0.41680 0.08
H 2.20950 5.10914 -0.48269 0.07
H 1.34168 5.22357 0.98365 0.05
H 0.35043 3.18161 1.60419 0.06
C 1.12040 -0.64833 -6.21237 -0.04
C 1.07510 -1.32337 -4.81741 -0.45
C 0.51782 -0.45877 -3.70705 -0.05
O 0.22612 -2.49576 -4.79774 -0.08
H 0.18569 -0.13806 -6.39319 0.08
H 1.20960 -1.43511 -6.98475 0.08
H 1.98572 -0.04077 -6.34336 0.07
H 2.10867 -1.69752 -4.54443 0.14
H -0.53031 -0.34683 -3.90617 0.06
H 0.99054 0.54240 -3.62968 0.09
H 0.56663 -0.94693 -2.70935 0.07
H 0.37702 -2.99113 -5.60790 0.09
C 4.71615 -4.19784 -0.95904 -0.06
C 4.26220 -2.87288 -0.45134 -0.52
C 3.62246 -1.98197 -1.51846 -0.04
O 3.30953 -3.09890 0.57005 -0.08
H 5.11319 -4.93519 -0.21435 0.09
H 5.49429 -3.95016 -1.66770 0.08
H 3.85514 -4.79830 -1.35390 0.09
H 5.08032 -2.34598 0.02590 0.12
H 3.18937 -1.05867 -1.09560 0.07
H 2.91003 -2.52946 -2.14391 0.07
H 4.38413 -1.59074 -2.21946 0.08
H 2.97986 -2.27438 0.99402 0.07
C -0.18284 -0.84601 0.11792 -0.02
C -1.46957 -0.30248 0.88013 -0.47
C -2.28286 -1.35811 1.62232 -0.02
O -1.11620 0.73940 1.72639 -0.08
H -0.47487 -1.56261 -0.68769 0.07
H 0.63272 -1.29431 0.74198 0.08
H 0.33574 0.00189 -0.31445 0.05
H -2.04817 0.14795 0.02473 0.11
H -2.95404 -0.94459 2.34175 0.06
H -1.52948 -1.91288 2.11705 0.07
H -2.84789 -1.91889 0.87801 0.09
H -0.38173 1.22993 1.25819 0.07
C -4.12906 1.83582 -1.00096 -0.04
C -3.36149 2.66063 -2.00066 -0.50
C -2.30122 1.95832 -2.82014 -0.04
O -4.31759 3.29820 -2.80034 -0.04
H -3.56787 1.72818 -0.04990 0.08
H -4.22757 0.85978 -1.41093 0.06
H -5.05574 2.32143 -0.74477 0.08
H -2.87569 3.48416 -1.42941 0.15
H -1.82482 2.55331 -3.57175 0.08
H -2.74356 1.11734 -3.39486 0.07
H -1.64074 1.54520 -2.14575 0.04
H -4.93380 2.67458 -3.13032 0.07
```

As for the multiplicity: 1. Its HOMO energy is -9.7 eV. The calculation puts the frontier orbital gap at 10.28 eV. Its LUMO energy is 0.609 eV. As for the structure (SMILES): CC(C)O.CC(C)O.CC(C)O.CC(C)O.CC(C)O.CC(C)O.CC(C)O.CC(C)O.CC(C)O.CC(C)O. As for the net charge: 0.

B.
The following is a quantum chemistry calculation of a cluster of 10 separate species, C30H80O10 in total, from the Open Molecules 2025 dataset.

XYZ file:
```
120
Properties=species:S:1:pos:R:3:lowdin_charge:R:1
C 4.25123 -2.80254 2.36099 -0.04
C 5.80419 -2.64781 2.58818 -0.47
C 6.36055 -3.96278 3.13281 -0.05
O 6.36679 -2.14531 1.38620 -0.05
H 4.24494 -3.49491 1.51916 0.07
H 3.78095 -1.87176 2.04384 0.06
H 3.74431 -3.29864 3.18865 0.08
H 5.91212 -1.86144 3.33522 0.13
H 7.40409 -3.79475 3.39905 0.08
H 6.23157 -4.80568 2.45384 0.08
H 5.84422 -4.27104 4.04192 0.08
H 7.06204 -1.58316 1.73580 0.10
C -4.09626 -4.24231 0.61237 -0.02
C -3.11380 -3.57126 -0.46315 -0.47
C -2.23049 -4.48352 -1.26181 -0.05
O -3.95123 -2.86724 -1.37072 -0.08
H -4.99984 -3.64264 0.72207 0.07
H -3.68197 -4.38419 1.61054 0.05
H -4.16945 -5.26936 0.25471 0.07
H -2.52483 -2.82193 0.06575 0.11
H -2.77098 -5.08721 -1.99088 0.09
H -1.67734 -5.13574 -0.58598 0.08
H -1.54223 -3.75831 -1.69594 0.08
H -4.31782 -2.02717 -1.08524 0.06
C -5.47090 1.05916 -0.12884 -0.05
C -4.44232 0.73873 0.91971 -0.51
C -5.08426 -0.05443 2.07738 -0.04
O -3.42768 0.05914 0.28489 -0.06
H -4.96958 1.53378 -0.97235 0.07
H -6.22156 1.77205 0.21234 0.08
H -5.99257 0.19473 -0.53960 0.08
H -3.88678 1.55838 1.37539 0.14
H -4.37662 -0.35420 2.85035 0.07
H -5.59282 -0.92511 1.66338 0.07
H -5.90554 0.56676 2.43478 0.08
H -2.85227 -0.31388 0.95672 0.05
C 1.72641 -1.17440 -0.55829 -0.05
C 1.09747 0.15255 -0.33498 -0.50
C -0.28133 0.30948 -1.04147 -0.03
O 0.83529 0.37666 0.99526 -0.06
H 2.44697 -1.44013 0.21519 0.06
H 2.11921 -1.32130 -1.56438 0.09
H 1.01997 -1.98513 -0.38009 0.08
H 1.75529 0.95641 -0.66541 0.14
H -1.03023 -0.41507 -0.72169 0.06
H -0.15944 0.15737 -2.11390 0.08
H -0.70654 1.30279 -0.89779 0.07
H 1.65491 0.38916 1.49492 0.06
C 0.23700 -2.35741 2.78251 -0.04
C -1.23520 -2.12730 3.10122 -0.40
C -1.75250 -2.37188 4.51336 -0.05
O -1.62955 -0.74713 2.64546 -0.08
H 0.87979 -1.68843 3.35468 0.08
H 0.49500 -2.20456 1.73457 0.05
H 0.61407 -3.37232 2.90856 0.08
H -1.86542 -2.78549 2.50313 0.11
H -1.45734 -1.56589 5.18518 0.08
H -1.41273 -3.37231 4.78132 0.08
H -2.82922 -2.47422 4.64866 0.07
H -0.86690 -0.31583 2.25310 0.04
C -2.33893 5.48764 -0.38211 -0.06
C -0.94024 5.56350 0.21807 -0.48
C -0.39658 6.92579 0.65598 -0.04
O -0.87696 4.55822 1.24439 -0.06
H -3.09250 5.56102 0.40201 0.08
H -2.67043 4.61792 -0.94939 0.06
H -2.37811 6.31404 -1.09177 0.08
H -0.26091 5.28427 -0.58731 0.10
H -0.37816 7.59745 -0.20230 0.08
H 0.56291 6.72591 1.13299 0.08
H -0.99751 7.31612 1.47732 0.08
H -0.85014 3.66024 0.90601 0.07
C 7.24289 -2.43477 -2.42518 -0.09
C 5.89357 -1.92122 -2.21662 -0.43
C 4.92766 -3.04645 -1.54860 -0.03
O 5.99585 -0.88790 -1.20552 -0.08
H 7.72899 -2.63052 -1.46942 0.08
H 7.90685 -1.65636 -2.80113 0.08
H 7.23966 -3.34996 -3.01722 0.09
H 5.38897 -1.51421 -3.09287 0.13
H 4.60222 -3.88385 -2.16581 0.07
H 4.05448 -2.58157 -1.09085 0.04
H 5.51262 -3.48744 -0.74147 0.06
H 5.53751 -1.20780 -0.42502 0.03
C -4.65418 -1.58181 -4.45287 -0.06
C -4.46630 -0.45505 -3.47464 -0.46
C -3.04434 -0.08851 -3.19965 -0.06
O -5.20892 0.73860 -3.97060 -0.07
H -3.95625 -1.54627 -5.28936 0.08
H -5.59518 -1.64279 -4.99959 0.08
H -4.53261 -2.58017 -4.03262 0.07
H -4.95913 -0.65807 -2.52385 0.10
H -2.44845 -0.95154 -2.90265 0.09
H -3.05393 0.62646 -2.37695 0.06
H -2.66556 0.61194 -3.94395 0.08
H -6.12859 0.46324 -3.97022 0.07
C -0.95753 4.45851 -5.53520 -0.02
C -1.14493 3.96706 -4.09430 -0.59
C 0.00380 4.09475 -3.18856 -0.07
O -2.14541 4.58132 -3.46486 -0.02
H -1.92149 4.41773 -6.04236 0.08
H -0.28974 3.71866 -5.97653 0.08
H -0.66179 5.50736 -5.55902 0.08
H -1.41709 2.91383 -4.02544 0.13
H -0.10093 3.61439 -2.21573 0.07
H 0.36542 5.11078 -3.03040 0.09
H 0.83330 3.48314 -3.54345 0.08
H -2.91794 4.10570 -3.77882 0.11
C 1.88991 2.62007 3.21412 -0.05
C 3.24871 2.02003 3.32448 -0.51
C 3.33288 1.10491 4.68354 -0.02
O 3.46937 1.22794 2.26608 -0.05
H 1.24535 1.80532 3.54399 0.08
H 1.64853 2.87646 2.18256 0.08
H 1.70589 3.49717 3.83455 0.09
H 4.12665 2.66595 3.33435 0.13
H 4.22843 0.49416 4.79789 0.06
H 2.51091 0.38916 4.69685 0.06
H 3.31791 1.65719 5.62315 0.07
H 3.56616 1.79247 1.49565 0.11
```

As for the multiplicity: 1. Its HOMO energy is -9.7 eV. The calculation puts the frontier orbital gap at 10.14 eV. Its LUMO energy is 0.434 eV. As for the structure (SMILES): CC(C)O.CC(C)O.CC(C)O.CC(C)O.CC(C)O.CC(C)O.CC(C)O.CC(C)O.CC(C)O.CC(C)O. As for the net charge: 0.

Q: What are the energies relative to the best structure? A: A 0.0000; B 0.0693, in hartree.

A.
The following is a quantum chemistry calculation of a structure of composition C2H3BrOS, from the Open Molecules 2025 dataset.

XYZ file:
```
8
Properties=species:S:1:pos:R:3:lowdin_charge:R:1
C 1.17727 0.24781 0.26621 -0.87
C -1.09585 -0.18504 0.05420 -0.14
O -0.01241 0.70265 0.13350 -0.22
S 2.58301 2.00866 -0.56052 0.06
Br 1.45905 -1.50947 -0.01866 0.87
H -1.89748 0.51584 0.11913 0.09
H -0.99310 -0.88728 0.90789 0.08
H -1.22048 -0.89317 -0.90174 0.14
```

As for the multiplicity: 1. Its HOMO energy (spin up / spin down) is -8.2 / -8.2 eV. The calculation puts the frontier orbital gap (spin up / spin down) at 6.68 / 6.63 eV. Its LUMO energy (spin up / spin down) is -1.532 / -1.542 eV. As for the net charge: 0.

B.
The following is a quantum chemistry calculation of a cluster of 2 separate species, C2H3BrOS in total, from the Open Molecules 2025 dataset.

XYZ file:
```
8
Properties=species:S:1:pos:R:3:lowdin_charge:R:1
C 0.49092 -0.77538 0.29901 -0.58
C 0.66348 0.45426 -0.50556 -0.25
O -2.08601 0.91638 0.92204 -0.71
S -2.14388 -0.41177 1.63789 0.73
Br 0.91832 -2.47561 -0.50084 0.58
H -0.15392 1.25355 -0.36702 0.09
H 1.54096 0.65350 0.07296 0.08
H 0.77013 0.38507 -1.55848 0.05
```

As for the multiplicity: 1. Its HOMO energy (spin up / spin down) is -8.8 / -8.5 eV. The calculation puts the frontier orbital gap (spin up / spin down) at 7.32 / 7.09 eV. Its LUMO energy (spin up / spin down) is -1.518 / -1.401 eV. As for the net charge: 0.

Q: What are the energies relative to the best structure? A: A 0.0000; B 0.0141, in hartree.

A.
The following is a quantum chemistry calculation of a cluster of 8 separate species, H16O8 in total, from the Open Molecules 2025 dataset.

XYZ file:
```
24
Properties=species:S:1:pos:R:3:lowdin_charge:R:1
O -0.50499 -0.06676 -3.47832 -0.02
H -0.80433 0.50169 -4.18790 0.07
H -0.73116 0.40824 -2.67865 0.03
O 3.35105 1.01470 0.17068 -0.02
H 3.24745 1.95993 0.06093 0.04
H 2.79355 0.79731 0.91778 0.00
O 0.77683 2.29367 1.69891 -0.03
H 1.30594 2.80740 2.30912 0.07
H 0.34418 2.94621 1.14824 0.07
O -2.28677 -0.38749 -1.09055 0.01
H -2.54793 -1.05153 -0.45253 0.08
H -2.83068 -0.56496 -1.85795 0.07
O 2.15436 -2.25879 1.84331 0.17
H 1.66570 -1.59572 1.35568 0.02
H 1.70732 -2.31355 2.68793 0.09
O 0.20058 -0.80170 0.29113 -0.03
H 0.42503 0.02110 0.72571 0.02
H -0.41545 -0.54952 -0.39673 0.00
O -1.67507 1.64390 3.01262 -0.04
H -0.85094 1.69792 2.52876 -0.03
H -1.81339 0.70635 3.14713 0.03
O -1.40546 -2.67154 -2.74347 0.25
H -0.77517 -2.78999 -2.03288 0.10
H -1.33067 -1.74677 -2.97893 0.03
```

As for the multiplicity: 2. Its HOMO energy (spin up / spin down) is -14.3 / -14.0 eV. The calculation puts the frontier orbital gap (spin up / spin down) at 10.86 / 2.42 eV. The expectation value of S² is 0.76. Its LUMO energy (spin up / spin down) is -3.396 / -11.584 eV. As for the net charge: +1.

B.
The following is a quantum chemistry calculation of a cluster of 8 separate species, H16O8 in total, from the Open Molecules 2025 dataset.

XYZ file:
```
24
Properties=species:S:1:pos:R:3:lowdin_charge:R:1
O -5.39332 -14.73302 -7.74289 0.11
H -5.80533 -14.11721 -7.13686 0.02
H -4.81138 -15.25774 -7.19312 0.10
O -3.67301 -12.83330 -6.26499 0.00
H -2.95739 -13.40401 -6.54499 0.05
H -3.97053 -12.40901 -7.06979 0.05
O -5.60884 -14.76458 -2.26223 -0.05
H -4.84118 -15.28362 -2.02239 0.03
H -5.25471 -14.02956 -2.76280 -0.02
O -6.88381 -13.24341 -5.77881 -0.05
H -7.62470 -12.71881 -5.47531 -0.02
H -6.18338 -13.05310 -5.15479 0.01
O -8.33858 -10.19327 -7.15048 -0.05
H -9.23548 -9.85895 -7.14497 0.03
H -8.34221 -10.90072 -6.50570 -0.04
O -8.96568 -11.76314 -5.11411 -0.02
H -9.62825 -12.45390 -5.10463 0.09
H -9.23584 -11.16193 -4.41999 0.10
O -5.40672 -12.03611 -3.60582 -0.03
H -5.59305 -11.64815 -2.75083 0.07
H -4.48022 -11.84937 -3.75731 0.05
O -8.00086 -15.16427 -8.42261 0.38
H -8.19301 -14.67104 -7.62509 0.11
H -7.04658 -15.14276 -8.49404 0.07
```

As for the multiplicity: 2. Its HOMO energy (spin up / spin down) is -13.8 / -13.7 eV. The calculation puts the frontier orbital gap (spin up / spin down) at 10.45 / 2.68 eV. The expectation value of S² is 0.76. Its LUMO energy (spin up / spin down) is -3.358 / -11.044 eV. As for the net charge: +1.

Q: What are the energies relative to the best structure? A: A 0.0284; B 0.0000, in hartree.

A.
The following is a quantum chemistry calculation of a structure of composition CH4N2OS, from the Open Molecules 2025 dataset.

XYZ file:
```
9
Properties=species:S:1:pos:R:3:lowdin_charge:R:1
C 1.94186 -0.27548 0.84765 -0.28
N -0.26905 -1.08514 -0.69270 -0.08
N 0.01471 -0.32504 0.42166 -0.09
O 4.29953 -0.21783 -0.02290 -0.58
S 2.91715 0.15437 -0.36400 0.84
H 2.25076 -0.84071 1.64979 0.00
H -0.21335 -2.04902 -0.29253 0.10
H 0.50044 -1.02183 -1.37052 0.06
H -0.11836 0.63092 0.19546 0.03
```

As for the multiplicity: 1. Its HOMO energy (spin up / spin down) is -9.6 / -9.6 eV. The calculation puts the frontier orbital gap (spin up / spin down) at 9.09 / 9.09 eV. Its LUMO energy (spin up / spin down) is -0.525 / -0.524 eV. As for the net charge: 0.

B.
The following is a quantum chemistry calculation of a cluster of 2 separate species, CH4N2OS in total, from the Open Molecules 2025 dataset.

XYZ file:
```
9
Properties=species:S:1:pos:R:3:lowdin_charge:R:1
C -1.82481 0.16204 0.16798 -0.48
N -1.66737 -0.84592 0.79863 0.16
N 0.31559 0.80751 0.74210 -0.51
O -2.30666 1.00791 -0.50879 0.11
S 1.73990 0.71706 0.11055 0.73
H 2.22483 -0.55041 -0.69027 -0.03
H -1.03123 -1.11902 1.48946 0.04
H 0.35736 0.34148 1.64460 -0.02
H 1.52283 1.45491 -1.13160 0.00
```

As for the multiplicity: 1. Its HOMO energy is -8.9 eV. The calculation puts the frontier orbital gap at 9.03 eV. Its LUMO energy is 0.091 eV. As for the net charge: 0.

Q: What are the energies relative to the best structure? A: A 0.0468; B 0.0000, in hartree.